{"formula": "C8H20FNO2S", "method": "ωB97M-V/def2-TZVPD", "homo_lumo_gap_ev": 9.72, "total_energy_ev": -27756.3264, "fmax_ha_per_bohr": 0.032, "elements": ["C", "O", "C", "C", "N", "C", "C", "C", "F", "H", "H", "H", "H", "H", "H", "H", "H", "H", "H", "H", "H", "H", "H", "C", "S", "O", "C", "H", "H", "H", "H", "H", "H"], "positions_angstrom": [[-3.015, 4.049, -0.582], [-1.852, 3.554, 0.064], [-1.469, 2.282, -0.462], [-0.729, 2.432, -1.853], [0.544, 3.179, -1.744], [-0.494, 1.653, 0.584], [-0.770, 0.155, 0.931], [-1.188, -0.746, -0.267], [0.457, -0.368, 1.393], [-2.768, 4.634, -1.504], [-3.798, 3.277, -0.763], [-3.469, 4.793, 0.120], [-2.356, 1.629, -0.666], [-0.498, 1.384, -2.185], [-1.353, 2.945, -2.614], [1.302, 2.570, -1.437], [0.811, 3.416, -2.700], [0.582, 1.746, 0.337], [-0.640, 2.228, 1.532], [-1.547, 0.055, 1.718], [-2.182, -0.481, -0.698], [-0.412, -0.843, -1.057], [-1.323, -1.778, 0.147], [1.348, -4.525, 1.496], [2.358, -3.431, 0.479], [2.391, -4.007, -0.897], [3.925, -3.840, 1.272], [0.318, -4.461, 1.148], [1.702, -5.552, 1.400], [1.399, -4.203, 2.537], [4.114, -4.911, 1.191], [3.891, -3.541, 2.320], [4.718, -3.292, 0.765]], "forces_ev_per_a": [[-0.4, 1.4, 0.5], [-0.9, -0.9, -0.6], [1.5, 0.2, -0.7], [0.4, -0.9, 0.6], [-0.1, 0.0, -0.6], [-0.7, -0.3, 0.9], [0.0, 0.2, -1.5], [-0.2, -0.8, 0.6], [-0.6, 0.1, 0.3], [-0.2, -0.7, 0.4], [0.7, 0.3, -0.1], [0.3, -0.6, -0.5], [0.4, 0.6, 0.5], [-0.6, 0.7, 0.0], [0.2, -0.4, 0.5], [-0.3, 0.1, 0.1], [0.0, 0.2, 0.3], [-0.7, -0.1, -0.1], [0.2, -0.3, -0.8], [0.7, 0.1, -0.2], [0.9, 0.0, 0.3], [-0.5, 0.4, 0.5], [0.1, 0.7, -0.3], [0.0, -0.1, 0.1], [0.0, 0.0, -0.2], [0.0, 0.0, 0.3], [0.1, -0.1, 0.0], [0.1, 0.1, -0.1], [0.0, 0.0, -0.1], [0.0, 0.0, 0.0], [-0.1, 0.0, 0.0], [0.0, 0.0, 0.0], [-0.1, 0.0, 0.0]], "lowdin_charge": [-0.12, -0.17, -0.34, -0.21, -0.01, -0.07, -0.34, -0.05, -0.07, 0.09, 0.09, 0.09, 0.13, 0.11, 0.11, 0.06, 0.07, 0.11, 0.13, 0.14, 0.08, 0.09, 0.08, -0.27, 0.79, -0.56, -0.27, 0.04, 0.06, 0.05, 0.06, 0.05, 0.05]}

{"formula": "C8H20IrNO10P2", "method": "ωB97M-V/def2-TZVPD", "homo_lumo_gap_ev": [8.22, 7.30], "spin_multiplicity": 2, "total_energy_ev": -52000.0257, "charge": 1, "fmax_ha_per_bohr": 0.008, "elements": ["Ir", "C", "C", "O", "P", "O", "O", "O", "P", "O", "O", "O", "H", "H", "H", "H", "H", "H", "H", "O", "C", "N", "C", "C", "C", "C", "O", "H", "H", "H", "H", "H", "H", "H", "H", "H", "C", "O", "H", "H", "H", "H"], "positions_angstrom": [[-0.601, -0.947, 0.543], [-1.850, 3.434, -1.601], [-1.260, 2.127, -1.067], [-0.045, 1.893, -1.736], [-1.053, 2.250, 0.744], [0.050, 3.306, 1.077], [-2.365, 2.816, 1.372], [-0.645, 0.907, 1.337], [-2.484, 0.761, -1.237], [-3.018, 0.751, -2.715], [-3.524, 0.957, -0.208], [-1.636, -0.569, -1.120], [-1.222, 4.275, -1.306], [-2.868, 3.597, -1.252], [-1.854, 3.377, -2.688], [0.392, 1.099, -1.378], [-0.236, 4.097, 1.554], [-3.131, 2.270, 1.064], [-2.449, 0.327, -3.371], [-1.016, -0.598, 4.488], [-0.856, -1.015, 3.428], [-0.672, -1.565, 2.344], [3.087, -0.275, -1.267], [2.268, -0.707, -0.059], [2.401, -2.198, 0.197], [2.624, 0.109, 1.176], [0.901, -0.362, -0.449], [4.143, -0.465, -1.080], [2.963, 0.792, -1.454], [2.785, -0.832, -2.154], [3.433, -2.430, 0.457], [2.131, -2.775, -0.688], [1.786, -2.507, 1.046], [3.665, -0.070, 1.448], [2.001, -0.173, 2.026], [2.496, 1.174, 0.985], [-0.615, -4.066, 0.546], [-0.612, -2.847, -0.261], [-0.635, -4.909, -0.139], [-1.472, -4.072, 1.213], [0.307, -4.065, 1.115], [-1.314, -2.876, -0.931]], "forces_ev_per_a": [[-0.1, 0.0, -0.2], [0.0, 0.0, 0.0], [-0.1, 0.0, 0.0], [0.0, 0.0, 0.1], [-0.1, 0.0, 0.0], [0.0, 0.0, 0.1], [0.0, 0.0, 0.0], [0.1, 0.1, -0.1], [0.3, -0.2, 0.0], [-0.1, 0.0, 0.0], [0.0, 0.0, 0.0], [-0.1, 0.1, 0.0], [0.0, 0.0, 0.0], [0.0, 0.0, 0.0], [0.0, 0.0, 0.0], [0.0, 0.0, 0.0], [0.0, 0.0, 0.0], [0.0, 0.0, 0.0], [0.0, 0.0, 0.0], [-0.1, 0.0, 0.0], [0.2, 0.2, 0.0], [-0.1, -0.3, 0.0], [0.0, 0.0, 0.0], [0.0, -0.1, 0.0], [0.0, 0.0, 0.0], [0.0, 0.0, 0.0], [0.1, 0.1, 0.2], [0.0, 0.0, 0.0], [0.0, 0.0, 0.0], [0.0, 0.0, 0.0], [0.0, 0.0, 0.0], [0.0, 0.0, 0.0], [0.0, 0.0, 0.0], [0.0, 0.0, 0.0], [0.0, 0.0, 0.0], [0.0, 0.0, 0.0], [0.0, 0.0, 0.0], [-0.1, -0.1, 0.1], [0.0, 0.0, 0.0], [0.0, 0.0, 0.0], [0.0, 0.0, 0.0], [0.1, 0.0, 0.0]], "lowdin_charge": [1.64, -0.04, -0.60, -0.02, 0.54, -0.04, -0.07, -0.38, 0.40, -0.05, -0.25, -0.42, 0.10, 0.10, 0.10, 0.05, 0.12, 0.09, 0.11, 0.24, -0.39, -0.08, -0.01, -0.64, -0.03, -0.02, -0.33, 0.10, 0.10, 0.10, 0.11, 0.10, 0.06, 0.10, 0.07, 0.09, -0.04, -0.25, 0.11, 0.09, 0.08, 0.12]}

{"formula": "C8H20N2O4S", "method": "ωB97M-V/def2-TZVPD", "homo_lumo_gap_ev": 10.31, "total_energy_ev": -30620.0986, "fmax_ha_per_bohr": 0.101, "smiles": "CC(C)(C)ON(OC(C)(C)C)S(N)(=O)=O", "elements": ["C", "C", "C", "C", "O", "N", "O", "C", "C", "C", "C", "S", "N", "O", "O", "H", "H", "H", "H", "H", "H", "H", "H", "H", "H", "H", "H", "H", "H", "H", "H", "H", "H", "H", "H"], "positions_angstrom": [[-1.625, 3.091, -0.899], [-1.282, 1.741, -0.298], [-2.220, 0.659, -0.940], [-1.380, 1.688, 1.293], [0.095, 1.541, -0.683], [0.818, 0.321, 0.026], [0.928, -0.737, -0.749], [0.447, -2.038, -0.193], [-0.221, -1.848, 1.158], [-0.473, -2.785, -1.074], [1.702, -2.877, -0.103], [2.521, 0.611, 0.318], [2.403, 2.170, 0.954], [2.780, -0.366, 1.322], [3.363, 0.621, -0.836], [-0.666, 3.862, -0.820], [-1.894, 3.000, -2.006], [-2.427, 3.562, -0.385], [-2.364, -0.195, -0.322], [-1.604, 0.278, -1.810], [-3.220, 1.050, -1.355], [-1.258, 0.671, 1.827], [-0.524, 2.309, 1.663], [-2.442, 2.107, 1.656], [-0.093, -0.838, 1.554], [-1.319, -2.054, 1.176], [0.325, -2.582, 1.825], [0.019, -3.085, -2.167], [-1.345, -2.195, -1.389], [-0.756, -3.658, -0.562], [2.252, -2.831, -1.027], [2.371, -2.422, 0.677], [1.381, -3.814, 0.291], [3.262, 2.176, 1.593], [2.445, 2.867, 0.286]], "forces_ev_per_a": [[3.0, 1.7, -1.4], [-0.8, -1.6, 1.7], [0.7, 0.8, -2.1], [-1.1, 0.6, 0.6], [1.9, -1.9, 0.3], [-0.8, 2.8, 0.5], [-0.9, -1.6, -2.1], [0.3, 0.4, 0.7], [0.2, -0.9, 1.3], [0.4, 1.0, -5.1], [1.0, 2.0, 1.9], [-0.8, 1.9, -0.7], [1.7, -3.3, 3.4], [0.1, 0.6, 0.6], [-0.5, 0.0, -0.2], [-2.4, -2.0, -0.2], [0.5, 0.1, 1.5], [-0.8, 0.3, 0.5], [-0.3, -0.5, 0.7], [-0.9, 0.4, 0.6], [1.6, -0.5, 0.9], [-0.3, 1.5, -1.4], [-1.0, -0.2, 0.0], [2.4, -0.7, -0.8], [0.3, -0.5, 0.0], [0.9, 0.0, -0.2], [-1.0, 0.9, -0.3], [-0.9, 0.6, 2.9], [0.0, -0.2, 0.4], [-0.5, -1.2, 0.4], [0.0, -0.6, -0.4], [-0.6, -0.5, -0.7], [0.2, -1.1, -0.3], [-1.6, 0.5, -1.0], [0.2, 1.5, -1.9]], "lowdin_charge": [-0.05, -0.61, -0.03, -0.04, -0.10, -0.18, -0.12, -0.58, -0.02, -0.05, -0.04, 0.63, -0.05, -0.26, -0.26, 0.14, 0.10, 0.06, 0.04, 0.10, 0.11, 0.07, 0.07, 0.12, 0.05, 0.10, 0.11, 0.16, 0.07, 0.07, 0.09, 0.09, 0.08, 0.11, 0.03]}

{"formula": "C8H20N3", "method": "ωB97M-V/def2-TZVPD", "homo_lumo_gap_ev": 9.68, "total_energy_ev": -13079.7509, "charge": 1, "fmax_ha_per_bohr": 0.108, "elements": ["C", "C", "C", "C", "C", "C", "C", "C", "N", "N", "N", "H", "H", "H", "H", "H", "H", "H", "H", "H", "H", "H", "H", "H", "H", "H", "H", "H", "H", "H", "H"], "positions_angstrom": [[0.244, 2.316, 0.436], [1.499, 1.239, 0.596], [3.101, -0.965, 0.158], [-3.123, -0.342, 0.077], [-1.088, -1.514, 1.207], [-0.525, 0.794, -1.702], [1.790, -0.798, -0.598], [-1.609, -0.720, -0.048], [-0.920, 1.505, 0.528], [0.955, 0.017, 0.278], [-0.708, 0.413, -0.291], [0.168, 3.115, 1.236], [0.402, 2.811, -0.501], [2.420, 1.666, -0.024], [1.668, 1.435, 1.712], [3.526, -0.037, 0.222], [2.805, -1.193, 1.260], [3.835, -1.774, -0.202], [-3.560, -0.985, 0.715], [-3.145, 0.691, 0.339], [-3.581, -0.609, -0.844], [-1.781, -1.327, 2.061], [-0.105, -1.142, 1.303], [-1.140, -2.601, 0.926], [0.526, 0.648, -1.919], [-1.039, 0.102, -2.309], [-0.772, 1.811, -1.857], [1.978, -0.270, -1.525], [1.207, -1.659, -0.752], [-1.574, -1.351, -0.928], [-1.149, 1.299, 1.409]], "forces_ev_per_a": [[1.0, 0.6, 1.6], [0.3, 4.6, 1.1], [-0.8, -3.7, 2.0], [3.1, 1.2, -2.2], [-2.5, -0.6, -1.2], [1.0, -0.4, 0.4], [-0.2, 1.1, 0.3], [-1.0, -1.9, 1.2], [1.0, 1.5, -5.3], [-0.2, -0.7, 0.1], [1.7, 0.5, 0.6], [0.4, -1.1, -0.9], [-0.4, 0.2, -0.5], [-2.0, -1.1, 1.1], [0.4, -1.0, -1.4], [1.6, 2.1, -0.1], [0.7, 0.0, -1.8], [-1.4, 1.4, 0.3], [-1.3, -1.8, 2.8], [-0.9, 0.6, 0.2], [-0.6, 0.7, -1.1], [0.8, -0.2, -0.4], [0.9, -0.4, 1.1], [0.2, 1.0, 0.6], [0.0, 0.3, -0.4], [-0.9, -0.4, -0.7], [-0.6, 0.8, -0.3], [0.2, -0.1, -0.6], [-0.2, -1.5, -0.5], [0.7, 0.0, -0.1], [-1.2, -1.6, 4.1]], "lowdin_charge": [-0.10, -0.18, -0.05, 0.01, -0.01, 0.05, -0.23, -0.31, 0.05, -0.09, -0.15, 0.15, 0.10, 0.17, 0.15, 0.02, 0.12, 0.12, 0.04, 0.08, 0.08, 0.10, 0.03, 0.11, 0.08, 0.10, 0.10, 0.11, 0.11, 0.13, 0.10]}